{"formula": "C6H10F2N2", "method": "wB97M-V/def2-TZVPD", "species": ["C", "C", "C", "C", "C", "C", "N", "N", "F", "F", "H", "H", "H", "H", "H", "H", "H", "H", "H", "H"], "positions_angstrom": [[1.5386, 1.0734, 0.4088], [1.6788, -0.3210, -0.0967], [0.0749, 1.5448, 0.0827], [-1.1551, -1.0717, -0.8403], [0.7050, -1.1318, 0.5891], [-1.8276, 0.1768, 0.0343], [-0.3480, -1.7535, 0.0326], [-0.9177, 0.8112, 0.7559], [-2.7687, -0.4301, 0.8109], [-2.6072, 0.9526, -0.8934], [1.8561, 1.3396, 1.4248], [2.1597, 1.7855, -0.1956], [1.6661, -0.4058, -1.1784], [2.7123, -0.6203, 0.1837], [0.1059, 2.5198, 0.4039], [-0.0619, 1.3758, -1.0539], [-2.0509, -1.6197, -1.0894], [-0.7673, -0.6147, -1.7104], [0.9310, -1.5433, 1.5822], [-0.9241, -2.0676, 0.7491]], "forces_ev_per_angstrom": [[-0.566, 3.121, -1.544], [2.066, -0.456, 0.365], [0.932, -2.603, -1.867], [-3.310, 1.646, -0.568], [-1.512, -1.326, 0.674], [0.390, -0.058, -1.060], [2.323, 0.535, 0.077], [0.568, -0.537, 1.589], [-0.318, -0.211, 0.367], [1.029, -0.860, 0.450], [-0.454, -0.873, 0.099], [-0.076, -0.750, 0.222], [-0.500, 0.256, -0.169], [-0.584, -0.360, 0.008], [-0.503, 2.780, 0.099], [0.478, 1.098, 1.313], [0.072, -0.605, -0.396], [0.981, 0.183, -0.792], [0.050, 0.503, -0.352], [-1.066, -1.484, 1.483]], "e_tot_ha": -543.75996, "max_force_ev_per_a": 3.740, "relative_energy_kcal_mol": 41.3, "homo_energy_ev": [-7.923, -7.921], "charge": 0, "e_lumo_ha": [-0.0037, -0.0037]}

---

{"formula": "C6H10F2O2S", "method": "wB97M-V/def2-TZVPD", "species": ["C", "C", "C", "C", "C", "C", "H", "H", "H", "H", "H", "H", "H", "H", "H", "H", "O", "O", "F", "F", "S"], "positions_angstrom": [[-2.5528, -0.1362, -0.7366], [2.3912, 1.2788, -0.8067], [1.6923, 0.0106, -0.4523], [0.7784, -0.2489, 0.4802], [0.2159, 0.7702, 1.4310], [0.2401, -1.6406, 0.6487], [-4.3311, -0.4728, -0.3287], [-0.7734, -0.1450, -1.2636], [2.0657, 2.1147, -0.1855], [3.4742, 1.1561, -0.6919], [2.1993, 1.5251, -1.8540], [0.4383, 0.4884, 2.4685], [-0.8734, 0.8010, 1.3357], [0.6040, 1.7766, 1.2642], [0.5556, -2.2984, -0.1638], [0.5669, -2.0673, 1.6059], [-3.5875, -0.9575, -0.7180], [-1.5177, -0.7671, -1.2610], [2.1206, -1.0048, -1.2520], [-1.1524, -1.6029, 0.6740], [-2.5542, 1.4198, -0.1942]], "forces_ev_per_angstrom": [[0.307, -0.123, -0.443], [0.047, 0.072, 0.097], [-0.031, 0.236, 0.068], [0.014, 0.081, 0.060], [0.138, -0.014, 0.323], [0.334, -0.204, 0.121], [0.098, -0.056, -0.039], [0.054, 0.002, 0.001], [0.033, -0.174, -0.104], [-0.165, -0.016, -0.002], [0.004, -0.017, 0.054], [0.079, -0.020, -0.142], [0.420, 0.021, 0.145], [-0.092, -0.153, -0.018], [-0.143, 0.051, 0.111], [-0.068, 0.079, -0.130], [-0.143, 0.108, 0.105], [-0.914, 1.177, -1.877], [0.008, -0.059, -0.045], [0.490, -1.002, 2.087], [-0.470, 0.011, -0.372]], "e_tot_ha": -982.98586, "max_force_ev_per_a": 2.396, "smiles": "C/C(F)=C(\\C)CF.OC(O)=S", "homo_energy_ev": -9.002, "charge": 0, "e_lumo_ha": 0.0241}

---

{"formula": "C6H10F3N2O2", "method": "wB97M-V/def2-TZVPD", "species": ["C", "C", "C", "C", "C", "C", "N", "N", "O", "O", "F", "F", "F", "H", "H", "H", "H", "H", "H", "H", "H", "H", "H"], "positions_angstrom": [[-2.9127, -1.0974, 0.8925], [-1.6396, -1.4475, 0.2462], [4.9645, 2.0322, -0.3227], [-3.9218, -1.9030, 1.1436], [-0.5345, -0.7106, 0.2200], [0.7970, -1.3496, -0.9150], [0.7341, 2.1641, -0.9331], [-0.1381, 0.4276, 0.9614], [5.9719, 1.7556, -0.7335], [3.9110, 2.1336, 0.0797], [1.9112, -0.6054, -0.6711], [0.9906, -2.6777, -0.7103], [0.3563, -1.1036, -2.1575], [-3.1414, -0.0636, 1.1577], [-1.4595, -2.4266, -0.0567], [-4.7471, -1.5564, 1.7443], [-4.0217, -2.8233, 0.6816], [1.4857, 1.4446, -1.2098], [1.0753, 3.1229, -0.7455], [0.0850, 2.2219, -1.7213], [-0.8460, 0.7071, 1.5655], [0.3345, 1.5437, 0.0202], [0.7453, 0.2116, 1.4638]], "forces_ev_per_angstrom": [[0.594, 1.025, 0.103], [-0.330, 1.748, 0.995], [0.112, -0.893, -0.076], [-0.464, 0.841, 0.282], [2.835, -2.260, -2.243], [-3.577, 0.842, 3.120], [0.933, -1.691, 0.303], [2.453, 0.040, -1.798], [3.692, -0.219, -1.399], [-3.886, 1.090, 1.429], [-0.325, -0.912, -0.432], [0.193, 2.084, -0.624], [0.868, -0.437, 0.626], [0.828, 0.037, 0.283], [-0.358, -1.611, -1.251], [-0.221, 0.091, -0.167], [0.090, -2.090, -0.346], [-0.808, 1.983, 0.245], [0.225, -0.944, -0.005], [-0.123, -0.159, 0.348], [-1.404, 0.617, 1.591], [-0.384, 0.645, -0.900], [-0.942, 0.170, -0.083]], "e_tot_ha": -793.93051, "max_force_ev_per_a": 4.821, "homo_energy_ev": -12.358, "charge": 1, "e_lumo_ha": -0.1181}

---

{"formula": "C6H10F4KN2O14S4", "method": "wB97M-V/def2-TZVPD", "species": ["K", "N", "S", "O", "O", "F", "S", "O", "O", "F", "N", "S", "O", "O", "F", "S", "O", "O", "F", "C", "C", "O", "C", "O", "O", "H", "H", "H", "H", "C", "O", "C", "O", "O", "C", "H", "H", "H", "H", "H", "H"], "positions_angstrom": [[-1.2196, 1.2095, -0.3707], [-1.6814, -0.1631, -2.6680], [-3.1524, -0.6083, -2.7795], [-3.5882, -1.7057, -1.9638], [-3.7914, -0.4122, -4.0521], [-3.7701, 0.6556, -1.9351], [-1.0346, -1.5199, -3.4490], [-1.6736, -1.9784, -4.6551], [-0.4554, -2.5112, -2.5804], [0.2112, -0.7186, -4.0299], [1.1853, 2.5005, -1.2984], [1.2660, 4.0220, -0.4807], [1.7487, 5.0907, -1.3045], [1.6949, 3.9456, 0.8812], [-0.3342, 4.1528, -0.4033], [2.7290, 2.2572, -1.3502], [3.6099, 2.5604, -0.2493], [3.2888, 2.3808, -2.6705], [2.6250, 0.6235, -1.2615], [-0.4884, -3.4487, 0.3973], [-1.8329, -4.0864, 0.7214], [-2.6911, -2.9426, 0.7558], [-2.0127, -1.8243, 0.8669], [-2.4365, -0.7322, 1.1123], [-0.6650, -2.0774, 0.8078], [-0.2728, -3.4999, -0.6687], [0.3751, -3.8023, 0.9563], [-1.8375, -4.4532, 1.7495], [-2.1665, -4.7743, -0.0457], [2.2783, -0.9064, 1.4518], [2.2632, 0.0798, 2.4832], [1.2757, 0.9365, 2.5156], [0.4095, 1.0764, 1.7033], [1.4755, 1.7269, 3.5661], [0.6459, 2.8727, 3.6451], [1.7211, -0.5840, 0.5752], [1.7004, -1.7413, 1.8663], [3.2827, -1.1934, 1.1693], [-0.2243, 2.8482, 2.9910], [1.2315, 3.7361, 3.3302], [0.3108, 3.0086, 4.6710]], "forces_ev_per_angstrom": [[0.163, 0.119, 0.100], [1.813, -2.917, -1.316], [-6.023, 2.111, 0.353], [0.773, -0.322, -0.301], [0.558, -0.322, 0.712], [0.604, -0.108, 0.051], [3.130, 0.613, -1.517], [-0.027, 0.306, 1.433], [-0.655, 0.832, -0.034], [-0.142, -0.311, 0.492], [0.229, 3.747, 2.418], [-1.150, -0.823, -0.412], [-0.567, -0.579, 0.423], [-0.729, 0.273, -0.387], [0.239, 0.224, -0.039], [3.539, -4.213, -2.384], [-1.089, 0.272, -0.453], [-0.422, 0.684, 0.622], [-0.143, 0.379, 0.249], [0.530, 0.241, -0.211], [0.633, 0.822, 0.654], [-1.233, -0.260, -0.359], [1.560, 0.309, 0.703], [-0.325, -0.127, -0.378], [-0.808, -0.127, -0.506], [-0.015, 0.237, 0.064], [-0.184, -0.354, 0.077], [-0.111, -0.623, -0.264], [-0.169, -0.139, 0.193], [-1.536, -0.563, -0.032], [0.998, -0.482, 0.098], [0.919, 0.946, -0.013], [-0.974, -0.332, -0.646], [-0.316, -0.237, 0.288], [-0.234, 1.043, -0.015], [0.248, 0.250, 0.013], [0.437, -0.211, -0.222], [0.192, 0.276, 0.341], [0.108, -0.403, 0.014], [0.040, -0.037, 0.109], [0.138, -0.193, 0.083]], "e_tot_ha": -3989.80137, "max_force_ev_per_a": 6.392, "relative_energy_kcal_mol": 0.0, "homo_energy_ev": -7.295, "charge": -1, "e_lumo_ha": 0.0762}

---

{"formula": "C6H10FINO4", "method": "wB97M-V/def2-TZVPD", "species": ["I", "C", "C", "O", "N", "C", "H", "H", "H", "H", "H", "H", "H", "C", "C", "O", "C", "O", "O", "F", "H", "H", "H"], "positions_angstrom": [[-1.1157, -0.4574, -2.0118], [-2.7938, 0.4250, 4.0187], [-3.4855, -0.9843, 4.2290], [-3.9303, -1.3398, 5.3268], [-3.5642, -1.6125, 3.1204], [-4.1781, -2.9052, 3.1553], [-2.1399, 0.2914, 3.1569], [-2.2234, 0.9049, 4.8139], [-3.5207, 1.0784, 3.5363], [-3.2658, -1.1988, 2.2487], [-4.6500, -3.0154, 2.1790], [-4.9464, -3.0047, 3.9221], [-3.5073, -3.7030, 3.4741], [3.8845, 1.2080, -4.9197], [4.2419, 0.8429, -3.4708], [4.6963, 2.0498, -2.9226], [4.8724, 2.9957, -3.9299], [5.3710, 4.0752, -3.8547], [4.5596, 2.3963, -5.0729], [5.1758, -0.0379, -3.5751], [2.8047, 1.2254, -5.0672], [4.2469, 0.3676, -5.5117], [3.4682, 0.3984, -2.8449]], "forces_ev_per_angstrom": [[0.050, 0.003, 0.050], [-0.292, -1.036, -1.230], [1.090, 4.618, 4.085], [0.443, -0.199, -0.975], [-0.562, -2.262, -1.978], [-0.870, -0.729, -0.511], [0.623, -0.044, 0.189], [-0.528, -0.356, 0.181], [-0.363, 0.337, 0.697], [0.077, -0.236, 0.181], [0.215, -0.793, 0.066], [-0.196, 0.760, -0.083], [0.424, -0.044, -0.727], [-1.228, -1.780, 1.450], [-3.058, 1.600, -0.440], [0.161, 1.147, 0.127], [1.137, -0.997, 0.502], [-0.688, -0.670, 0.549], [-0.159, 1.423, -2.173], [3.654, -2.542, 0.526], [-0.043, 0.757, -0.100], [0.405, 0.548, -0.404], [-0.290, 0.497, 0.017]], "e_tot_ha": -988.00065, "max_force_ev_per_a": 6.261, "relative_energy_kcal_mol": 42.9, "homo_energy_ev": -3.836, "charge": -1, "e_lumo_ha": 0.1004}